[1]
C25H40N3NiP2S | wB97M-V/def2-TZVPD

## Properties
ΔE to the lowest compared entry with this formula, charge and spin in kcal/mol: 29.2
Strongest force on any atom in eV Å⁻¹: 2.822
DFT total energy in Ha: -3729.9571
Gap between HOMO and LUMO (alpha / beta) in eV: 5.85 / 5.31
HOMO level (alpha / beta) in eV: -9.400 / -9.400
Molar mass in g/mol: 535.32
Total charge: +1

The geometry in XYZ format:
```
72
Properties=species:S:1:pos:R:3:forces:R:3:mulliken_charge:R:1
Ni -0.085 0.263 -0.436 0.3 -0.5 0.4 0.5978
C -3.777 -1.658 0.908 0.1 -0.2 0.0 -1.4562
C -3.341 -1.814 -0.547 0.2 0.8 0.2 0.7234
C -4.155 -0.893 -1.449 0.1 -0.1 -0.1 -1.3899
P -1.520 -1.435 -0.685 0.3 -1.9 -0.7 1.3138
C -1.006 -1.961 -2.408 -0.2 0.2 0.2 0.3124
C 0.496 -1.701 -2.557 -0.2 0.2 0.0 -1.3159
C -1.338 -3.403 -2.755 0.0 0.1 0.0 -1.6284
C -0.756 -2.709 0.373 0.7 0.6 0.1 -0.3161
C -1.277 -3.968 0.619 0.1 -0.2 0.2 -0.5072
C -0.626 -4.848 1.471 -0.2 -0.1 -0.1 -0.9215
C 0.519 -4.438 2.143 -0.2 0.0 -0.1 -0.9339
C 1.061 -3.197 1.907 -0.1 0.4 -0.1 -0.5021
C 0.480 -2.328 0.959 -1.1 -1.1 0.2 -0.5332
N 0.987 -1.114 0.644 -1.6 2.0 -1.1 0.8545
C 2.290 -0.779 0.823 1.4 0.9 0.2 0.1126
C 3.345 -1.716 0.833 -0.4 0.2 -0.3 -0.8318
C 4.638 -1.314 1.077 0.0 0.3 0.1 -0.9212
C 4.922 0.027 1.318 0.1 0.1 0.0 -0.8737
C 3.915 0.977 1.222 0.2 -0.2 0.1 -0.4617
C 2.611 0.599 0.947 -0.5 -0.7 -0.2 -0.7458
P 1.207 1.736 0.648 2.0 0.2 0.7 0.7758
C 2.098 3.146 -0.177 -0.5 -0.2 -0.3 0.3416
C 2.661 2.630 -1.502 0.1 -0.1 0.1 -1.2115
C 1.182 4.337 -0.425 0.0 0.0 0.2 -1.3213
C 0.775 2.350 2.366 -0.5 -0.3 -0.3 0.4534
C -0.692 2.776 2.380 0.2 0.2 0.0 -1.3522
C 0.991 1.257 3.408 0.2 0.0 -0.1 -1.3918
H -4.828 -1.924 1.009 -0.1 0.0 0.0 0.4839
H -3.653 -0.627 1.238 0.0 0.1 0.1 0.2749
H -3.195 -2.299 1.566 0.0 0.0 0.1 0.3159
H -3.499 -2.849 -0.862 0.3 0.0 0.0 0.3874
H -3.939 0.150 -1.231 0.0 0.1 0.0 0.1579
H -5.217 -1.058 -1.277 -0.1 0.0 0.0 0.4919
H -3.949 -1.075 -2.500 0.0 0.0 -0.2 0.3643
H -1.547 -1.283 -3.078 0.0 0.0 0.0 0.6078
H 1.068 -2.467 -2.034 0.1 0.1 0.1 0.3394
H 0.776 -0.711 -2.152 0.2 -0.4 -0.3 0.0478
H 0.781 -1.716 -3.607 0.0 0.0 -0.1 0.5042
H -0.807 -4.085 -2.094 0.0 -0.1 0.0 0.3210
H -1.022 -3.614 -3.775 0.0 0.0 -0.1 0.4666
H -2.405 -3.602 -2.692 -0.1 -0.1 0.0 0.3697
H -2.202 -4.273 0.153 -0.1 -0.1 -0.1 0.3543
H -1.018 -5.841 1.621 -0.1 -0.1 0.1 0.4647
H 0.979 -5.092 2.871 0.0 0.0 0.0 0.4309
H 1.916 -2.862 2.475 0.1 -0.1 0.0 0.6479
H 3.129 -2.746 0.591 0.0 -0.1 0.1 0.6596
H 5.433 -2.046 1.072 0.1 0.0 0.0 0.4270
H 5.931 0.329 1.546 0.1 0.1 0.0 0.4484
H 4.164 2.017 1.363 0.1 0.1 0.0 0.4084
H 2.915 3.462 0.480 -0.1 -0.2 0.0 0.4815
H 1.857 2.240 -2.127 0.0 0.1 -0.1 0.1225
H 3.387 1.834 -1.343 0.0 0.0 -0.1 0.2768
H 3.148 3.439 -2.043 0.0 0.1 0.0 0.4913
H 0.344 4.050 -1.057 -0.1 0.0 -0.1 0.1569
H 1.737 5.118 -0.940 0.0 0.1 0.0 0.4941
H 0.799 4.749 0.504 -0.1 0.1 0.1 0.3326
H 1.418 3.207 2.588 0.0 0.0 -0.2 0.6216
H -1.322 1.900 2.216 -0.1 0.0 0.0 0.1490
H -0.899 3.516 1.609 -0.1 0.1 0.0 0.2686
H -0.954 3.201 3.347 -0.1 0.0 0.1 0.5051
H 0.446 0.355 3.129 0.0 -0.1 0.0 0.1518
H 0.614 1.592 4.373 0.0 0.0 0.1 0.5157
H 2.044 1.009 3.514 0.0 -0.1 0.0 0.3202
N -2.550 3.436 -2.571 -0.1 -0.1 0.3 -0.4681
C -1.981 2.478 -1.830 -0.4 0.3 0.1 1.0078
N -2.363 2.293 -0.563 0.2 -0.1 0.1 -0.0951
S -0.795 1.501 -2.492 0.6 -0.8 0.8 -0.4535
H -3.285 4.023 -2.215 0.0 0.0 0.0 0.1903
H -2.293 3.517 -3.540 0.0 0.0 0.0 0.2231
H -3.029 2.888 -0.099 0.0 0.0 0.0 0.2334
H -1.830 1.599 -0.025 -0.6 0.6 -0.2 -0.3694
```
Positions in Å, forces in eV/Å.

[2]
C25H40N5O6PTa | wB97M-V/def2-TZVPD

## Properties
Strongest force on any atom in eV Å⁻¹: 1.168
DFT total energy in Ha: -2099.3974
Gap between HOMO and LUMO in eV: 7.20
HOMO level in eV: -17.204
Molar mass in g/mol: 718.55
Total charge: +3

The geometry in XYZ format:
```
78
Properties=species:S:1:pos:R:3:forces:R:3:mulliken_charge:R:1
Ta 0.444 -0.444 0.645 0.3 -0.6 -0.9 0.5664
O 1.484 -3.205 -1.041 -0.1 0.2 0.1 -0.5525
C 0.752 -2.546 -0.252 0.4 -0.5 -0.2 0.5358
O -0.502 -0.842 -1.607 0.1 -0.1 0.1 -0.9227
C -0.317 -3.354 0.404 -0.1 0.2 -0.1 -0.9013
O -0.838 -2.488 1.437 -0.2 0.1 -0.3 -0.4416
C -0.431 -2.865 2.760 -0.2 -0.1 0.1 -0.3400
C 0.937 -2.289 3.079 0.2 0.6 -0.7 0.4115
O 1.638 -2.453 4.000 -0.1 -0.2 0.1 -0.4059
O 1.278 -1.381 2.036 -0.2 -0.2 1.1 -0.6064
H 2.213 -2.637 -1.406 0.1 0.0 -0.1 0.0841
H 0.054 -4.301 0.804 0.0 0.0 0.0 0.5502
H -1.115 -3.575 -0.312 0.0 0.0 0.1 0.3279
H -0.429 -3.951 2.865 0.0 0.0 0.1 0.4769
H -1.165 -2.455 3.455 0.0 0.0 0.0 0.3183
C 4.287 -2.958 0.844 -0.1 -0.1 0.0 -1.1284
C 4.459 -1.553 0.272 0.1 0.2 0.0 -0.4815
C 3.894 -1.397 -1.123 0.0 -0.2 -0.1 1.2234
C 4.506 -2.109 -2.160 -0.1 0.0 0.0 -0.4161
C 4.020 -2.068 -3.456 0.0 0.0 0.0 -1.2934
C 2.905 -1.298 -3.753 0.0 0.1 0.0 -0.8919
C 2.272 -0.552 -2.763 0.1 -0.1 -0.1 1.7451
C 1.059 0.264 -3.112 -0.1 0.1 0.0 -1.0647
C -0.212 -0.547 -3.026 0.0 0.0 0.0 -0.5695
C 2.769 -0.623 -1.459 -0.1 0.1 0.2 -2.5122
N 2.113 0.152 -0.416 0.3 0.0 -0.2 1.5823
C 2.860 1.153 0.103 0.0 -0.1 -0.3 -0.2679
C 2.385 1.769 1.220 0.0 0.1 0.1 0.0106
C 2.868 2.720 2.139 -0.1 0.0 0.0 -0.9828
C 1.940 2.774 3.164 -0.1 -0.1 0.0 -1.0077
C 0.927 1.859 2.847 0.0 0.1 0.0 -0.5188
N 1.173 1.251 1.670 0.1 0.3 0.0 0.8200
H 4.803 -3.044 1.798 0.0 0.0 0.0 0.4620
H 4.691 -3.719 0.176 0.0 0.0 0.0 0.3886
H 3.235 -3.201 1.020 0.0 0.0 0.0 0.0963
H 5.525 -1.320 0.212 0.0 0.0 0.0 0.5135
H 4.037 -0.827 0.968 0.0 0.0 0.0 0.1277
H 5.378 -2.710 -1.935 0.0 0.0 0.0 0.6048
H 4.512 -2.630 -4.239 0.0 0.0 0.0 0.4540
H 2.533 -1.254 -4.769 0.0 0.0 0.0 0.5619
H 1.152 0.636 -4.134 0.0 -0.1 0.0 0.7495
H 0.965 1.148 -2.477 0.0 0.0 0.0 0.1479
H -0.129 -1.498 -3.555 0.0 0.0 0.0 0.4636
H -1.066 0.004 -3.417 0.0 0.0 0.0 0.5632
H -1.454 -0.981 -1.517 -0.1 0.1 0.0 0.0940
H 3.800 1.409 -0.373 0.0 0.0 0.0 0.6999
H 3.786 3.280 2.054 0.0 0.0 0.0 0.5972
H 1.972 3.387 4.049 0.0 0.0 0.0 0.5223
H 0.049 1.633 3.434 0.0 0.0 0.0 0.4959
C -3.112 3.521 -1.212 0.1 -0.1 0.0 -1.0045
N -2.094 2.596 -0.652 -0.1 0.2 -0.1 0.3823
C -0.846 3.309 -0.343 0.0 0.0 0.0 -0.9422
P -2.583 1.312 0.203 0.7 -0.7 0.3 -0.4093
O -1.255 0.430 0.462 -0.8 0.5 0.6 1.3647
N -3.644 0.509 -0.707 -0.2 -0.1 -0.2 0.6483
C -3.720 0.589 -2.175 0.0 0.0 0.0 -1.2958
C -4.747 -0.290 -0.132 0.1 0.1 0.0 -1.1083
N -3.196 1.503 1.682 -0.3 0.2 0.1 0.4154
C -4.409 2.345 1.812 0.1 -0.1 0.0 -1.0460
C -2.658 1.101 2.978 0.1 -0.1 0.0 -0.5504
H -2.765 3.877 -2.181 0.0 0.0 0.0 0.3445
H -3.251 4.371 -0.544 0.0 0.0 0.0 0.3458
H -4.067 3.021 -1.353 0.0 0.0 0.0 0.4016
H -0.505 3.809 -1.249 0.0 0.0 0.0 0.4173
H -0.069 2.624 -0.017 0.0 0.0 0.0 0.1174
H -1.003 4.060 0.434 0.0 0.0 0.0 0.2852
H -2.896 1.172 -2.578 0.0 0.0 0.0 0.4083
H -4.661 1.054 -2.473 0.0 0.0 0.0 0.4100
H -3.702 -0.418 -2.595 0.0 0.0 0.0 0.3601
H -4.573 -0.503 0.918 0.0 0.0 0.0 0.3378
H -4.814 -1.231 -0.677 0.0 0.0 0.0 0.3652
H -5.689 0.247 -0.246 0.0 0.0 0.0 0.3562
H -4.874 2.518 0.843 0.0 0.0 0.0 0.2987
H -4.156 3.305 2.261 0.0 0.0 0.0 0.3517
H -5.133 1.828 2.440 0.0 0.0 0.0 0.4088
H -1.837 0.398 2.861 0.0 0.0 0.0 -0.2580
H -3.443 0.606 3.551 0.0 0.0 0.0 0.4316
H -2.315 1.973 3.537 0.0 0.0 0.0 0.2739
```
Positions in Å, forces in eV/Å.

- Among the records above, which one has the lowest DFT total energy?
  C25H40N3NiP2S